{"formula": "C29H82O19", "method": "wB97M-V/def2-TZVPD", "symbols": ["C", "C", "C", "O", "H", "H", "H", "H", "H", "H", "H", "H", "C", "C", "C", "O", "H", "H", "H", "H", "H", "H", "H", "H", "C", "C", "C", "O", "H", "H", "H", "H", "H", "H", "H", "H", "C", "C", "C", "O", "H", "H", "H", "H", "H", "H", "H", "H", "C", "C", "C", "O", "H", "H", "H", "H", "H", "H", "H", "H", "O", "C", "C", "O", "H", "H", "H", "H", "H", "H", "O", "C", "C", "O", "H", "H", "H", "H", "H", "H", "O", "C", "C", "O", "H", "H", "H", "H", "H", "H", "O", "C", "C", "O", "H", "H", "H", "H", "H", "H", "O", "C", "C", "O", "H", "H", "H", "H", "H", "H", "O", "C", "C", "O", "H", "H", "H", "H", "H", "H", "O", "C", "C", "O", "H", "H", "H", "H", "H", "H"], "xyz": [[-0.706, 0.966, -0.023], [0.411, 0.254, 0.727], [1.545, -0.197, -0.264], [0.976, 1.089, 1.743], [-0.620, 1.199, -1.084], [-0.836, 1.956, 0.415], [-1.613, 0.371, 0.081], [-0.002, -0.542, 1.347], [2.242, -0.906, 0.182], [2.091, 0.668, -0.643], [1.092, -0.703, -1.116], [1.293, 0.498, 2.430], [-1.939, 0.113, 3.744], [-2.762, -1.170, 3.634], [-3.684, -1.413, 4.873], [-3.641, -1.060, 2.538], [-1.476, 0.397, 2.799], [-1.213, 0.110, 4.557], [-2.552, 0.927, 4.130], [-2.130, -2.042, 3.463], [-4.497, -2.132, 4.767], [-4.227, -0.540, 5.234], [-2.996, -1.740, 5.652], [-4.154, -0.254, 2.628], [-3.387, -3.614, -1.330], [-2.857, -2.322, -0.729], [-4.030, -1.335, -0.592], [-2.463, -2.610, 0.626], [-2.495, -4.202, -1.548], [-3.820, -3.405, -2.308], [-4.120, -4.111, -0.695], [-1.972, -1.862, -1.170], [-4.420, -1.134, -1.590], [-3.755, -0.376, -0.153], [-4.851, -1.814, -0.058], [-3.106, -2.105, 1.129], [-1.021, 0.990, -4.925], [-1.965, -0.271, -5.041], [-2.698, -0.505, -3.779], [-2.766, -0.038, -6.090], [-0.181, 0.858, -4.244], [-1.580, 1.830, -4.512], [-0.702, 1.347, -5.904], [-1.313, -1.111, -5.280], [-3.393, 0.308, -3.568], [-1.985, -0.433, -2.958], [-3.156, -1.494, -3.812], [-3.333, -0.812, -6.139], [3.577, -1.342, 5.352], [3.100, -0.229, 4.367], [4.100, 0.199, 3.304], [2.156, -0.862, 3.553], [4.354, -0.828, 5.917], [4.126, -2.181, 4.925], [2.841, -1.624, 6.105], [2.699, 0.673, 4.829], [5.006, 0.667, 3.689], [3.616, 0.877, 2.602], [4.584, -0.607, 2.752], [2.602, -1.574, 3.088], [3.974, -1.814, -2.182], [4.702, -2.389, -1.122], [6.252, -2.243, -1.376], [6.623, -3.037, -2.483], [4.161, -0.882, -2.316], [4.505, -1.838, -0.202], [4.366, -3.417, -0.986], [6.767, -2.538, -0.461], [6.540, -1.197, -1.476], [6.224, -2.676, -3.278], [3.324, 2.369, -4.232], [2.880, 2.180, -2.887], [4.122, 2.184, -1.915], [4.833, 0.916, -1.845], [3.739, 1.537, -4.469], [2.120, 2.906, -2.598], [2.394, 1.204, -2.882], [3.665, 2.413, -0.952], [4.750, 3.066, -2.038], [5.642, 1.052, -1.346], [-1.227, -3.590, -3.761], [0.056, -4.278, -3.700], [1.050, -3.592, -2.749], [2.379, -4.039, -2.892], [-1.738, -3.958, -4.485], [-0.024, -5.347, -3.499], [0.449, -4.265, -4.717], [0.706, -3.522, -1.717], [1.034, -2.540, -3.035], [3.000, -3.350, -2.641], [-5.375, 4.077, 1.334], [-4.169, 3.878, 2.000], [-3.770, 2.392, 1.755], [-4.696, 1.538, 2.331], [-6.112, 3.673, 1.797], [-3.474, 4.654, 1.681], [-4.337, 3.993, 3.071], [-2.818, 2.188, 2.246], [-3.656, 2.238, 0.682], [-5.586, 1.861, 2.172], [-0.674, 3.710, 2.133], [0.003, 4.908, 1.859], [1.267, 4.473, 1.186], [2.108, 3.640, 1.956], [-0.152, 3.158, 2.721], [-0.554, 5.505, 1.136], [0.276, 5.451, 2.764], [1.832, 5.384, 0.989], [1.127, 3.997, 0.216], [1.878, 2.715, 1.842], [-2.264, 5.976, -1.336], [-2.570, 4.565, -1.319], [-1.855, 3.817, -2.495], [-0.438, 3.690, -2.207], [-2.852, 6.363, -1.989], [-2.314, 4.104, -0.365], [-3.648, 4.412, -1.380], [-2.066, 4.281, -3.459], [-2.239, 2.798, -2.549], [-0.071, 4.576, -2.233], [2.806, -3.405, 2.661], [1.871, -4.241, 2.053], [0.502, -3.524, 2.001], [-0.549, -4.217, 1.421], [3.710, -3.669, 2.472], [2.269, -4.604, 1.105], [1.781, -5.153, 2.642], [0.575, -2.591, 1.443], [0.182, -3.189, 2.988], [-1.215, -3.537, 1.293]], "atomic_forces_ev_per_a": [[-0.6, 0.5, 0.4], [1.3, -0.2, -0.9], [-1.1, -0.3, 0.7], [0.0, 1.1, -0.2], [0.7, -0.5, -0.1], [-0.3, -0.1, 0.3], [-0.2, 0.2, 0.1], [-0.1, -0.6, -0.8], [0.1, 0.1, 0.2], [-0.1, 0.1, 0.2], [0.0, 0.0, -0.1], [0.4, -0.5, 0.4], [-0.1, 0.1, 1.0], [-1.6, 0.6, 1.0], [1.2, 0.0, 0.4], [0.1, -0.5, -1.1], [0.0, -0.1, 0.1], [0.5, -0.6, -0.2], [-0.6, 0.1, -0.6], [0.0, 0.0, -0.1], [0.5, -0.5, -0.6], [0.4, 0.5, -0.2], [-0.3, -0.1, 0.5], [-0.2, 0.5, -0.1], [1.3, 0.5, -1.1], [-1.4, 0.2, 1.5], [0.3, 0.1, -1.3], [0.1, 0.1, -0.2], [-0.3, -0.6, 0.2], [-0.2, 0.0, -0.1], [0.3, 0.1, 0.1], [-0.2, -0.3, -0.7], [0.0, 0.2, -0.1], [0.0, -0.1, 0.2], [0.1, 0.1, 0.3], [0.1, 0.1, 1.1], [-0.9, -0.3, 0.1], [3.8, 1.6, 1.3], [0.2, 0.1, 0.9], [-2.3, 0.3, -2.4], [0.1, -0.3, -0.2], [-0.3, 0.0, 0.1], [0.2, -0.4, 0.0], [0.2, -0.4, 0.3], [-0.4, -0.1, -0.3], [0.0, -0.5, 0.2], [-0.3, 0.1, 0.4], [-0.4, 0.1, -0.5], [1.2, 2.4, 0.8], [1.3, -2.2, -1.1], [1.9, 0.8, 0.6], [-2.9, 0.5, -0.3], [0.3, -0.1, 0.5], [-0.6, -0.1, -0.5], [-0.2, -0.2, -0.5], [-0.3, -0.3, 0.3], [-0.1, 0.6, 0.4], [0.1, 0.0, 0.0], [-0.7, -0.6, -0.1], [-0.1, -0.6, -0.1], [-0.6, -1.0, -0.6], [1.7, 1.6, 0.3], [-1.7, -0.8, 0.3], [0.7, 0.0, 0.4], [0.3, 0.4, 0.5], [-0.2, 0.0, 0.3], [0.3, 0.0, -0.2], [0.2, -0.6, -0.2], [-0.3, 0.3, -0.4], [-0.2, 0.1, 0.0], [-0.3, 0.4, 0.1], [2.1, -1.0, -0.2], [-1.9, 0.3, 0.8], [-0.7, 0.9, -0.7], [0.1, 0.0, -0.3], [0.4, 0.3, -0.1], [-0.1, -0.2, 0.6], [0.0, -0.5, 0.6], [0.4, -0.3, -0.8], [0.0, 0.1, 0.0], [0.9, -0.2, 0.9], [0.2, -0.2, -0.8], [-0.5, 1.8, -0.5], [-0.5, -1.4, -0.2], [0.1, -0.2, 0.0], [-0.4, -0.1, 0.5], [0.5, 0.3, 0.0], [-0.1, -0.8, 0.3], [-0.1, 0.4, -0.3], [-0.2, 0.5, -0.1], [-1.2, 0.7, -1.0], [0.2, -1.5, 0.7], [1.6, 2.0, 0.1], [-0.9, -0.7, 0.6], [0.0, 0.2, 0.1], [0.2, -0.4, -0.2], [0.3, 0.1, 0.3], [0.0, 0.0, -0.2], [-0.1, -0.2, -0.2], [-0.1, -0.2, -0.2], [-1.9, -0.1, 0.4], [1.0, -1.3, -0.3], [1.5, 0.7, -0.8], [0.2, 0.6, 0.7], [0.3, 0.0, 0.0], [-0.3, 0.1, 0.3], [-0.3, 0.3, 0.1], [0.3, 0.1, -0.1], [-0.6, 0.0, -0.1], [-0.5, -0.4, -0.3], [0.1, -0.9, 0.3], [0.1, -0.2, -1.3], [0.2, 0.0, 1.8], [-0.9, 0.1, -0.5], [0.0, 0.2, 0.0], [0.6, 0.3, 0.0], [-0.2, 0.1, -0.3], [0.2, 0.3, 0.0], [0.0, -0.1, 0.1], [0.1, 0.2, 0.0], [0.7, 1.3, 0.6], [-1.1, -1.3, -0.2], [0.6, 1.1, -0.1], [0.6, -1.6, 0.0], [-0.1, -0.2, -0.1], [-0.5, 0.4, -0.5], [-0.3, -0.1, 0.3], [0.8, 0.3, -0.2], [0.6, -0.2, 0.6], [-0.9, 0.0, -0.6]], "lowdin_charge": [-0.025, -0.406, -0.005, -0.086, 0.067, 0.062, 0.061, 0.110, 0.063, 0.061, 0.070, 0.050, -0.035, -0.425, -0.041, -0.086, 0.063, 0.086, 0.077, 0.131, 0.076, 0.073, 0.074, 0.057, -0.044, -0.432, -0.054, -0.091, 0.071, 0.067, 0.092, 0.121, 0.067, 0.063, 0.094, 0.035, -0.017, -0.558, -0.065, -0.011, 0.069, 0.050, 0.079, 0.128, 0.092, 0.073, 0.075, 0.100, -0.034, -0.438, -0.054, -0.103, 0.068, 0.074, 0.080, 0.145, 0.078, 0.073, 0.077, 0.043, -0.094, -0.213, -0.225, -0.049, 0.057, 0.098, 0.122, 0.115, 0.099, 0.086, -0.068, -0.208, -0.186, -0.084, 0.079, 0.106, 0.102, 0.095, 0.121, 0.088, -0.092, -0.197, -0.247, -0.060, 0.083, 0.115, 0.113, 0.113, 0.106, 0.025, -0.059, -0.225, -0.242, -0.060, 0.079, 0.115, 0.123, 0.089, 0.112, 0.091, -0.082, -0.227, -0.265, -0.070, 0.077, 0.119, 0.124, 0.117, 0.111, 0.026, -0.070, -0.214, -0.201, -0.092, 0.082, 0.091, 0.115, 0.116, 0.095, 0.078, -0.085, -0.209, -0.256, -0.061, 0.101, 0.119, 0.118, 0.096, 0.118, 0.017], "smiles": "CC(C)O.CC(C)O.CC(C)O.CC(C)O.CC(C)O.OCCO.OCCO.OCCO.OCCO.OCCO.OCCO.OCCO", "relative_energy_kcal_mol": 92.14, "energy_ha": -2583.47891, "spin_multiplicity": 1, "homo_energy_ha": -0.344}